Record 1
Formula: C41H60BaN4O7P2S
Source: OMol25
Level of theory: the ωB97M-V functional and the def2-TZVPD basis

Calculated values
HOMO level (eV): -7.1
Orbital gap (eV): 6.1
Energy above the lowest of the compared OMol25 structures with the same formula, charge and spin (kJ/mol): 38.4
Total energy (eV): -93893.7570

Last column: Mulliken charge in e.
Geometry (Å):
Ba 0.01413 -0.38793 0.29179  -0.26
C -2.50029 1.81145 4.46293  -1.36
C -2.39638 2.65650 3.19852  0.12
C -3.65715 2.50212 2.34878  -1.64
P -0.90895 2.22591 2.17436  0.98
C 0.56274 2.77678 3.19028  0.84
C 1.71236 3.07412 2.22428  -1.69
C 0.39078 3.91237 4.19646  -1.65
C -1.08319 3.41928 0.82660  0.60
C -1.17739 4.78785 1.09879  -0.26
C -1.49133 5.73247 0.13988  0.39
C -1.55601 7.20255 0.45494  -1.75
C -1.76461 5.24568 -1.14040  -1.15
C -1.69001 3.90547 -1.44485  -0.65
C -1.31494 2.92950 -0.48522  -1.01
N -1.19452 1.59885 -0.77907  1.74
C -1.48685 1.21734 -2.11267  -0.23
C -2.72596 0.61738 -2.39725  1.09
C -3.73494 0.42460 -1.29834  -1.43
C -3.02223 0.24041 -3.70051  -1.57
C -2.10379 0.38504 -4.73570  1.37
C -2.44271 -0.06026 -6.13327  -1.70
C -0.88038 0.96751 -4.43953  -1.00
C -0.56675 1.41356 -3.15776  1.39
C 0.71264 2.16836 -2.92853  -1.51
H -3.32672 2.16375 5.08394  0.50
H -1.59185 1.83754 5.06675  0.31
H -2.70376 0.77124 4.20600  0.09
H -2.29024 3.70923 3.47899  0.61
H -3.76659 1.46918 2.00488  0.20
H -3.63558 3.14888 1.47227  0.26
H -4.54093 2.75121 2.94023  0.52
H 0.83284 1.87548 3.75398  0.37
H 1.54610 4.01918 1.70658  0.40
H 1.79706 2.30259 1.45048  0.13
H 2.66406 3.13145 2.75820  0.59
H 0.19006 4.86312 3.70373  0.25
H 1.31340 4.03618 4.76904  0.49
H -0.41329 3.72305 4.90674  0.38
H -1.02167 5.13021 2.11575  -0.09
H -1.46496 7.37692 1.52766  0.35
H -2.50048 7.64059 0.12669  0.36
H -0.75313 7.75547 -0.03810  0.34
H -2.05421 5.94048 -1.92258  0.37
H -1.93392 3.58478 -2.44992  0.53
H -3.38884 -0.30443 -0.55838  0.08
H -4.67836 0.05572 -1.69944  0.48
H -3.91332 1.35749 -0.76180  0.25
H -4.00036 -0.18265 -3.91366  0.27
H -3.24895 0.54456 -6.55275  0.32
H -2.77312 -1.10081 -6.15018  0.33
H -1.58038 0.02608 -6.79302  0.41
H -0.15349 1.10717 -5.23349  0.38
H 1.46841 1.88996 -3.66233  0.55
H 1.10688 1.99423 -1.92943  -0.20
H 0.53209 3.24371 -3.00665  0.46
N 6.33352 -2.54359 5.18709  -0.45
C 5.46069 -2.24114 4.50584  -0.28
C 4.36078 -1.84837 3.66459  0.41
C 3.26620 -2.68355 3.49045  -0.79
C 2.22818 -2.24569 2.68692  -0.54
N 2.22831 -1.06599 2.05940  1.47
C 3.29936 -0.28352 2.22028  -0.60
C 4.38019 -0.62071 3.01241  -1.07
H 3.22251 -3.65585 3.95959  0.58
H 1.36100 -2.87125 2.52505  0.33
H 3.29495 0.65720 1.68800  0.42
H 5.22040 0.05092 3.11432  0.55
C -0.77672 -3.93768 0.50353  0.15
C -1.62765 -3.38031 1.61243  -1.16
O -0.95038 -2.26486 2.22322  0.24
C -1.57581 -1.86288 3.44474  -0.57
C -0.58617 -1.09478 4.29031  -0.76
H -1.25829 -4.81625 0.07642  0.58
H 0.21241 -4.25391 0.83637  0.28
H -0.66200 -3.24270 -0.33304  -0.58
H -1.79772 -4.13769 2.38366  0.40
H -2.60878 -3.05085 1.24870  0.28
H -1.90368 -2.76077 3.97712  0.50
H -2.46976 -1.26822 3.22279  0.23
H 0.22844 -1.74096 4.61563  0.37
H -1.08056 -0.69676 5.17508  0.50
H -0.16717 -0.25306 3.73510  -0.17
N -3.00470 -2.94187 -3.11323  -0.37
C -1.79591 -3.62097 -2.94510  0.98
C -0.57588 -2.94116 -2.94408  -0.35
C 0.59607 -3.62678 -2.67235  -0.51
C 0.59191 -4.96949 -2.34551  -0.64
C -0.60777 -5.66350 -2.39972  -0.65
C -1.78577 -4.99809 -2.70895  -0.81
S 2.09927 -5.68492 -1.70479  1.38
O 1.99856 -7.10675 -1.94246  -0.75
O 3.16097 -4.99664 -2.43434  -0.72
O 2.05291 -5.30000 -0.28885  -0.68
H -3.75185 -3.50692 -3.48575  0.25
H -2.92189 -2.05432 -3.58700  -0.04
H -0.51463 -1.88106 -3.19011  0.43
H 1.54931 -3.11934 -2.69530  0.69
H -0.61088 -6.72503 -2.18545  0.48
H -2.72205 -5.54528 -2.73783  0.32
C 3.91150 -2.82090 -0.32101  -0.65
O 3.97538 -1.63892 -1.16117  -0.50
P 2.62986 -0.89640 -1.59841  1.13
O 2.63241 0.51286 -0.75936  0.44
C 3.71672 1.45300 -0.89710  -1.16
O 3.08071 -0.32726 -3.03325  -0.35
C 3.35496 -1.29128 -4.07241  -0.72
H 4.32420 -3.65574 -0.87590  0.45
H 2.88172 -3.07936 -0.07405  0.09
H 4.47809 -2.61032 0.58622  0.20
H 3.64894 2.15494 -0.06769  0.37
H 3.61580 1.99134 -1.83728  0.25
H 4.67161 0.92895 -0.87022  0.30
H 2.41893 -1.62484 -4.52135  0.25
H 3.90017 -2.14915 -3.67963  0.35
H 3.95803 -0.78015 -4.81721  0.29

Force components x, y, z for each atom (eV/Å):
-0.218 -0.197 -0.154
0.017 0.003 0.004
0.034 0.022 -0.002
0.007 -0.025 0.013
0.026 -0.079 0.036
0.006 -0.005 -0.038
-0.030 -0.042 0.012
0.007 0.021 -0.033
-0.035 0.047 -0.016
-0.046 0.002 0.003
0.002 0.000 0.011
-0.006 -0.004 0.007
-0.003 -0.009 -0.018
-0.025 -0.016 -0.043
0.083 0.079 -0.024
-0.047 0.163 -0.007
0.091 0.055 0.145
0.005 -0.060 -0.042
0.012 0.009 0.006
-0.012 -0.014 0.036
-0.004 0.014 -0.033
0.005 -0.005 0.005
-0.010 0.013 -0.005
0.039 -0.075 0.008
-0.018 0.026 0.013
0.006 -0.003 0.009
0.007 -0.003 0.006
-0.002 -0.026 0.001
-0.018 0.006 -0.015
-0.003 0.001 -0.006
-0.001 0.002 -0.004
0.001 0.001 0.002
-0.018 0.010 0.029
-0.003 0.006 -0.005
0.013 0.013 -0.017
0.004 -0.005 0.002
0.017 0.001 0.003
-0.001 -0.004 0.006
-0.002 0.002 0.000
-0.004 0.003 -0.006
0.001 -0.001 0.001
0.000 0.001 -0.004
0.001 0.000 -0.003
0.002 0.007 0.003
0.013 -0.009 0.000
-0.004 0.004 0.002
-0.002 0.002 -0.003
0.000 0.002 0.002
-0.007 0.017 0.001
-0.003 0.000 0.001
0.002 -0.004 -0.002
0.000 0.002 0.000
0.002 -0.004 0.000
0.006 -0.008 0.006
-0.008 0.004 0.001
0.003 -0.001 -0.019
0.001 0.005 -0.005
-0.003 -0.013 0.009
-0.034 0.015 -0.023
-0.004 -0.055 0.010
0.013 -0.012 -0.142
0.161 -0.002 0.137
-0.029 0.012 0.033
0.036 0.002 -0.005
0.004 0.002 -0.001
-0.021 -0.024 0.016
-0.012 0.006 0.004
-0.001 0.002 0.002
-0.038 -0.007 0.030
0.025 -0.029 0.018
-0.161 0.011 0.015
0.052 -0.020 0.057
0.000 -0.004 -0.023
-0.003 0.025 0.023
0.009 0.016 -0.003
-0.001 0.004 -0.009
0.014 0.001 -0.007
0.003 0.003 0.009
-0.023 0.013 0.003
0.025 0.021 -0.028
0.018 -0.008 -0.020
-0.011 -0.008 0.022
-0.009 0.015 0.003
-0.005 0.010 -0.046
0.020 -0.153 0.073
0.099 0.180 -0.146
0.026 0.049 0.021
-0.017 -0.030 -0.003
0.034 0.017 -0.010
0.010 0.002 0.040
0.011 0.052 -0.119
-0.024 -0.015 0.035
-0.017 0.016 0.054
0.000 -0.015 0.075
0.000 -0.001 -0.010
0.002 -0.025 0.025
-0.219 -0.009 -0.028
-0.008 0.001 0.000
0.007 -0.001 0.005
-0.006 0.000 -0.003
-0.018 0.088 0.017
0.100 0.072 0.013
-0.118 -0.242 0.141
0.188 0.100 -0.070
-0.056 0.019 -0.009
0.087 0.029 0.013
-0.053 0.027 -0.021
0.028 -0.015 -0.001
0.008 -0.032 -0.039
0.016 -0.011 -0.016
-0.009 -0.006 -0.001
0.012 -0.009 -0.004
0.001 0.004 0.008
0.005 -0.005 -0.003
0.004 -0.003 0.007
0.000 -0.004 0.001

=====

Record 2
Formula: C4H8
Source: OMol25
Level of theory: the ωB97M-V functional and the def2-TZVPD basis

Calculated values
HOMO level (alpha / beta) (eV): 1.7 / -5.2
⟨S²⟩: 0.7506
Orbital gap (alpha / beta) (eV): 2.9 / 9.6
Energy above the lowest of the compared OMol25 structures with the same formula, charge and spin (kJ/mol): 124.0
2S+1: 2
Total energy (eV): -4274.2519
Charge: -1

Last column: natural (NBO) charge in e.
Geometry (Å):
C 0.19132 0.83482 1.45965  -0.91
C 0.07219 -0.40319 0.49174  -0.82
C 0.24978 -0.10225 -0.89992  -0.22
C -0.43719 -0.65954 -1.93168  -0.52
H 0.10247 1.81707 1.02133  0.19
H -0.52271 0.75568 2.17727  0.19
H 1.22834 0.69596 1.79937  0.18
H -0.87165 -0.92787 0.85715  0.21
H 0.66678 -1.27421 0.91207  0.16
H 0.90280 0.82580 -1.19068  0.17
H -0.35265 -0.24000 -2.99431  0.18
H -1.22949 -1.32227 -1.70199  0.18

Force components x, y, z for each atom (eV/Å):
2.995 -1.465 -2.565
-1.647 -0.915 3.391
-0.233 1.568 -3.245
1.189 1.981 -0.644
-0.080 0.146 -0.533
-1.789 -0.181 2.554
-0.226 0.724 0.708
0.348 0.855 -1.616
0.798 0.981 -0.479
-0.769 -2.041 0.839
-0.013 -0.846 1.658
-0.573 -0.808 -0.067